1.
{"formula": "C6H10N2", "method": "ωB97M-V/def2-TZVPD", "symbols": ["C", "C", "C", "C", "C", "N", "N", "C", "H", "H", "H", "H", "H", "H", "H", "H", "H", "H"], "xyz": [[0.458, 1.719, 0.015], [0.800, 0.432, -0.274], [1.236, -0.366, 0.930], [-0.182, -0.933, 1.530], [-1.567, -0.569, 0.674], [-1.476, -0.418, -0.555], [-0.157, -0.445, -0.903], [0.658, 0.286, -1.796], [1.513, 2.310, 0.232], [0.007, 1.938, 1.053], [-0.248, 2.541, -0.399], [1.874, -1.382, 1.000], [1.644, 0.181, 1.742], [-0.313, -2.020, 1.146], [-0.169, -0.851, 2.593], [-2.740, -0.618, 1.039], [1.085, -0.627, -2.160], [0.363, 1.156, -2.516]], "nbo_charge": [-0.6647, -0.0172, -0.3726, -0.4637, 0.0579, -0.2761, -0.2973, -0.2154, 0.2209, 0.2159, 0.2664, 0.2349, 0.2017, 0.2324, 0.2196, 0.2103, 0.2285, 0.2186], "gap_ev": 9.63, "lumo_energy_ev": 1.040, "smiles": "C[C@@]12CCC=NN1C2", "homo_ev": -8.59}



2.
{"formula": "C6H10N2O", "method": "ωB97M-V/def2-TZVPD", "symbols": ["C", "C", "C", "C", "O", "H", "H", "H", "H", "C", "N", "C", "N", "H", "H", "H", "H", "H", "H"], "xyz": [[-0.851, -1.886, 1.784], [-0.744, -0.951, 1.021], [-1.130, 0.343, 0.256], [-2.091, -0.017, -0.877], [-1.333, 1.342, 0.968], [-0.883, -2.670, 2.504], [-2.168, 0.837, -1.551], [-3.063, -0.242, -0.437], [-1.733, -0.882, -1.434], [1.972, 0.146, 1.245], [1.295, -0.329, 0.049], [0.774, 0.671, -0.693], [0.627, 0.505, -2.074], [1.356, 0.892, 1.773], [2.173, -0.698, 1.906], [2.928, 0.594, 0.954], [0.971, 1.715, -0.427], [0.662, -0.471, -2.347], [1.240, 1.099, -2.621]], "nbo_charge": [-0.2521, -0.0949, 0.4817, -0.6714, -0.5328, 0.2371, 0.2350, 0.2522, 0.2217, -0.4573, -0.3641, 0.1911, -0.8356, 0.2115, 0.2113, 0.2052, 0.1846, 0.3849, 0.3921], "gap_ev": [8.29, 8.29], "lumo_energy_ev": [-0.427, -0.429], "smiles": "C#CC(C)=O.C/N=C/N", "homo_ev": [-8.72, -8.72]}



3.
{"formula": "C6H10N2O", "method": "ωB97M-V/def2-TZVPD", "symbols": ["N", "C", "O", "C", "C", "C", "C", "N", "C", "H", "H", "H", "H", "H", "H", "H", "H", "H", "H"], "xyz": [[-0.111, 1.846, -2.480], [0.829, 1.184, -1.747], [1.867, 0.758, -2.402], [0.492, 0.564, -0.432], [1.437, 0.027, 0.416], [0.780, -0.609, 1.617], [-0.707, -0.552, 1.277], [-1.355, -1.853, 1.012], [-0.986, 0.298, 0.122], [-1.012, 1.646, -2.366], [0.251, 2.108, -3.438], [2.573, -0.054, 0.172], [0.939, -0.020, 2.445], [1.248, -1.621, 1.776], [-1.136, -0.025, 2.163], [-0.976, -2.268, 0.170], [-1.210, -2.488, 1.819], [-1.341, 1.213, 0.510], [-1.583, -0.155, -0.633]], "nbo_charge": [-0.8040, 0.6204, -0.6318, -0.1283, -0.0992, -0.4612, -0.0455, -0.8318, -0.4330, 0.3797, 0.4116, 0.2446, 0.2145, 0.2182, 0.1873, 0.3571, 0.3588, 0.2205, 0.2220], "gap_ev": 9.89, "lumo_energy_ev": 0.739, "smiles": "NC(=O)C1=CC[C@H](N)C1", "homo_ev": -9.16}



Values for ΔE to the lowest compared entry with this formula, charge and spin, eV, ordered as above
6.996, 5.206, 1.619